{
  "formula": "C3H3NOS",
  "method": "the ωB97M-V functional and the def2-TZVPD basis",
  "energy_ev": -17528.7733,
  "molar_mass_da": 101.1,
  "de_lowest_kcal_mol": 73.0,
  "elements": ["C", "C", "C", "N", "O", "S", "H", "H", "H"],
  "xyz": [[-0.27134, 1.38165, -0.48713], [-3.63165, -0.10749, 0.20976], [0.11611, 1.66862, 0.88634], [-3.04139, 0.84273, 0.61750], [-4.18245, -1.06294, -0.14213], [1.32094, 0.99526, -0.21996], [0.04917, 2.66234, 1.17791], [-0.37596, 1.04313, 1.62205], [-2.48133, 1.65269, 0.30965]]
}

=====

{
  "formula": "C22H50P2Si2W",
  "method": "the ωB97M-V functional and the def2-TZVPD basis",
  "charge": 2,
  "spin_multiplicity": 3,
  "energy_ev": -59759.2863,
  "molar_mass_da": 616.6,
  "de_lowest_kcal_mol": 0.0,
  "s_squared": 2.017,
  "elements": ["P", "P", "C", "C", "H", "H", "H", "H", "C", "H", "H", "H", "C", "H", "H", "H", "C", "H", "H", "H", "C", "H", "H", "H", "W", "C", "C", "C", "C", "C", "C", "C", "C", "C", "H", "H", "H", "H", "H", "H", "H", "H", "H", "H", "H", "H", "H", "H", "H", "C", "Si", "C", "C", "C", "Si", "C", "C", "C", "H", "H", "H", "H", "H", "H", "H", "H", "H", "H", "H", "H", "H", "H", "H", "H", "H", "H", "H"],
  "xyz": [[-0.14464, 2.52766, -1.08391], [-0.21171, -3.66220, -1.58431], [-1.74683, -1.68180, -3.40319], [-1.58007, -3.09553, -2.80819], [-2.04200, -1.77624, -4.46533], [-2.60167, -1.17192, -2.90289], [-2.52608, -3.31118, -2.26735], [-1.51850, -3.82157, -3.67198], [1.21063, -3.33587, -2.73307], [2.02759, -4.02876, -2.51102], [1.56941, -2.31238, -2.58873], [0.93752, -3.51398, -3.77794], [-0.45486, -5.48279, -1.73127], [-0.00636, -5.87019, -2.65064], [-1.52823, -5.70512, -1.71530], [0.01554, -5.95414, -0.86054], [0.77990, 4.05580, -1.44870], [1.12468, 4.43995, -0.47684], [0.13925, 4.79703, -1.95074], [1.64956, 3.80672, -2.08160], [-1.84517, 3.14802, -0.88842], [-2.47907, 2.37308, -0.43064], [-2.27399, 3.40627, -1.86814], [-1.80803, 4.03107, -0.23430], [-0.61969, 0.17466, -3.11874], [0.12290, -0.79163, -4.75994], [1.14979, -0.03436, -4.05969], [1.62936, 1.23464, -4.71494], [0.52001, 2.30688, -4.82314], [-0.59695, 2.04816, -3.84904], [-1.80843, 1.30099, -4.23420], [-1.88311, 0.65212, -5.57081], [-0.62475, -0.23322, -5.94673], [-1.46373, -0.07574, -1.15422], [0.18510, -1.87303, -4.69690], [1.88628, -0.59431, -3.46757], [2.02983, 1.02678, -5.71901], [2.47181, 1.64255, -4.12514], [0.97312, 3.28609, -4.61461], [0.13161, 2.40921, -5.84901], [-0.71277, 2.86774, -3.09418], [-2.73834, 1.60653, -3.75570], [-2.05239, 1.38500, -6.38057], [-2.77826, 0.00834, -5.60199], [-1.00016, -1.07632, -6.55342], [0.05147, 0.30846, -6.62775], [-1.53661, -1.16704, -1.02337], [-2.49626, 0.31322, -1.25221], [-1.01367, 0.33060, -0.24102], [2.74934, 1.58370, 0.14430], [1.64097, 0.38757, 1.10803], [2.66313, 0.12804, 2.69974], [0.03683, 1.13095, 1.80470], [1.30513, -1.21660, 0.15591], [2.46842, -2.61783, 0.59487], [2.00315, -2.96743, 2.40908], [2.59603, -4.41226, -0.03741], [4.13107, -1.87068, 0.04860], [3.61261, 1.84311, 0.78191], [2.26537, 2.52871, -0.13317], [3.13943, 1.11467, -0.77071], [2.87163, 1.12022, 3.12737], [2.11510, -0.45674, 3.44950], [3.62696, -0.36459, 2.51234], [-0.43441, 1.92621, 1.19709], [-0.71230, 0.35354, 2.00372], [0.28395, 1.59073, 2.77670], [0.26300, -1.48443, -0.01463], [1.80601, -4.04638, 2.49093], [2.80078, -2.70668, 3.11554], [1.08745, -2.43612, 2.70534], [2.91635, -4.51680, -1.08058], [3.39414, -4.89197, 0.56427], [1.67261, -4.99036, 0.12536], [3.99494, -0.98063, -0.58444], [4.77768, -1.60453, 0.89504], [4.64961, -2.63164, -0.55697]]
}

=====

{
  "formula": "C13H11BrClHfNO2",
  "method": "the ωB97M-V functional and the def2-TZVPD basis",
  "charge": 2,
  "energy_ev": -103099.8675,
  "molar_mass_da": 507.1,
  "de_lowest_kcal_mol": 0.0,
  "elements": ["Cl", "C", "C", "C", "H", "C", "C", "H", "H", "H", "C", "Hf", "C", "C", "O", "O", "H", "H", "H", "Br", "C", "C", "C", "C", "N", "C", "H", "H", "H", "H"],
  "xyz": [[-2.11906, -2.26821, -0.23221], [1.61574, -2.02481, -2.01887], [2.29086, -0.81225, -1.63296], [1.43326, 0.29861, -1.99950], [3.34789, -0.75149, -1.36172], [0.22919, -0.24151, -2.57555], [0.35022, -1.66703, -2.57343], [-0.38814, -2.34709, -3.02171], [2.02920, -3.04100, -1.94519], [1.68041, 1.36464, -1.93774], [-0.88407, 0.54034, -3.18853], [0.44263, -0.80536, -0.25273], [2.26445, -0.23132, 0.87350], [0.90514, -2.45213, 1.26430], [3.17490, 0.13060, 1.51352], [1.12554, -3.14355, 2.16780], [-0.92919, 1.55525, -2.77776], [-1.85445, 0.05293, -3.00263], [-0.76097, 0.62644, -4.28172], [-0.29785, 0.87896, 5.36419], [-0.83278, 1.15200, 3.56051], [-1.91192, 1.96581, 3.23568], [-2.24127, 2.10905, 1.88496], [-1.52354, 1.42238, 0.90875], [-0.48812, 0.61045, 1.24494], [-0.11385, 0.49935, 2.55676], [-2.46331, 2.46355, 4.02397], [-3.06822, 2.74522, 1.57807], [-1.76110, 1.49500, -0.15588], [0.74842, -0.12485, 2.78118]]
}

=====

{
  "formula": "C3H6FN",
  "method": "the ωB97M-V functional and the def2-TZVPD basis",
  "energy_ev": -7411.8056,
  "molar_mass_da": 75.1,
  "de_lowest_kcal_mol": 70.5,
  "elements": ["C", "C", "C", "H", "H", "H", "H", "H", "H", "N", "F"],
  "xyz": [[0.58562, -0.92867, 0.22548], [-0.76545, -0.12717, 0.02258], [-1.46937, 1.06285, -0.01025], [1.71434, 1.23528, 0.26339], [1.76514, 0.13168, -1.16788], [0.86262, -1.63494, -0.50093], [0.63390, -1.29168, 1.29107], [-2.71544, 0.96530, 0.25591], [-0.69744, 1.77134, -0.04965], [1.78895, 0.00976, -0.12989], [-1.70286, -1.19375, -0.19983]]
}